# 1
Computed, not measured: a molecular structure, C6H10O at a distorted geometry, with the ωB97M-V functional and the def2-TZVPD basis.

Geometry (Å):
C (-1.61222, 0.53748, -0.98402)
C (-0.91253, -0.05207, 0.25056)
C (-0.10956, -1.45908, 0.37238)
C (1.06192, -0.65950, 0.94126)
O (2.05323, -0.43537, -0.05421)
C (1.43811, 0.81071, -0.41466)
C (0.36558, 0.68333, 0.69414)
H (-2.17723, 1.46703, -0.78751)
H (-2.31422, -0.16806, -1.42738)
H (-0.87788, 0.80906, -1.75333)
H (-1.56904, -0.39571, 1.03204)
H (-0.50552, -2.20437, 1.09438)
H (0.10048, -1.98376, -0.55942)
H (1.46326, -0.91846, 1.92870)
H (1.09398, 0.81440, -1.45873)
H (2.14699, 1.63594, -0.27996)
H (0.35465, 1.51842, 1.40576)

Highest occupied orbital energy (eV): -9.360
DFT total energy (eV): -8429.143
Kohn-Sham gap (eV): 10.4
LUMO energy (eV): 1.083
Relative energy (zero: lowest compared OMol25 entry of this formula, charge and spin) (kcal per mole): 48.37
Largest force on an atom (eV Å⁻¹): 1.99

Atom charges from the Löwdin analysis, given in e for atoms 1 to 2:
1 C -0.06
2 C -0.27

---

# 2
Computed, not measured: 6 unconnected molecules or ions with the total composition C26H38F24N6O17S8 at a distorted geometry, with the ωB97M-V functional and the def2-TZVPD basis.

Geometry (Å):
C (-1.46365, 4.19221, 0.00291)
C (-0.20494, 3.92919, 0.97802)
C (-0.62135, 4.12269, 2.40113)
C (-1.64239, 2.99339, 2.82362)
C (-0.85992, 1.68566, 2.75112)
C (-0.37804, 1.34087, 1.35721)
N (0.29752, 2.48489, 0.66985)
O (1.07064, 2.40635, -0.07671)
C (-1.63642, 1.07132, 0.42141)
C (0.60402, 0.21005, 1.32813)
C (0.90379, 4.88034, 0.61513)
H (-1.69472, 5.25594, 0.01057)
H (-2.42139, 3.76811, 0.40627)
H (-1.30430, 3.82945, -1.02638)
H (-1.12703, 5.10077, 2.40973)
H (0.22640, 4.32041, 3.10729)
H (-2.48325, 2.98705, 2.14766)
H (-2.00658, 3.15834, 3.80159)
H (-1.48006, 0.83676, 3.05148)
H (0.01561, 1.73877, 3.38309)
H (-2.06651, 0.20032, 0.88004)
H (-1.31390, 0.94418, -0.61310)
H (-2.26132, 1.91399, 0.44023)
H (0.90664, -0.12076, 0.31464)
H (0.12001, -0.64892, 1.85737)
H (1.53590, 0.49244, 1.89540)
H (1.86719, 4.78543, 1.08568)
H (0.56598, 5.89040, 0.85922)
H (0.98366, 4.77253, -0.50855)
C (-2.96867, -2.56213, -0.65122)
C (-1.70364, -3.15805, -1.29239)
C (-0.71947, -2.04234, -1.61763)
N (0.48814, -2.58806, -2.32806)
C (0.35581, -2.72868, -3.82932)
C (0.19914, -1.37919, -4.62051)
C (1.31770, -0.31641, -4.21019)
C (1.26770, -0.20144, -2.68745)
C (1.57921, -1.64151, -2.16590)
C (0.91016, -3.88836, -1.70540)
H (-3.78409, -3.35438, -0.57520)
H (-3.47866, -1.81574, -1.21637)
H (-2.78037, -2.18987, 0.35641)
H (-2.00703, -3.70955, -2.17385)
H (-1.25445, -3.84804, -0.60955)
H (-0.30484, -1.54435, -0.68498)
H (-1.14385, -1.26818, -2.19990)
H (-0.50491, -3.43621, -4.00979)
H (1.22901, -3.32064, -4.10027)
H (-0.80104, -0.94617, -4.36616)
H (0.13957, -1.48821, -5.70733)
H (1.15314, 0.63980, -4.68088)
H (2.33327, -0.61252, -4.56112)
H (0.31963, 0.17319, -2.31119)
H (1.98593, 0.47435, -2.25292)
H (1.90513, -1.48759, -1.13955)
H (2.43901, -1.97690, -2.77501)
H (1.88937, -4.16656, -2.05031)
H (0.14560, -4.64202, -1.94681)
H (0.98274, -3.82227, -0.60262)
C (-4.62331, 1.68098, -3.96002)
F (-4.71325, 2.87120, -4.54524)
F (-5.27326, 1.66063, -2.79021)
F (-5.25784, 0.75667, -4.70929)
S (-2.75915, 1.33129, -3.72691)
O (-2.27501, 2.48265, -2.99783)
O (-2.76646, 0.06291, -3.01249)
N (-2.31004, 1.10003, -5.19126)
S (-1.68616, 2.10440, -6.24035)
O (-2.26070, 3.37192, -6.37878)
O (-0.27167, 2.07126, -6.28906)
C (-2.31250, 1.02992, -7.65150)
F (-1.99355, -0.23723, -7.42293)
F (-3.64505, 1.16575, -7.85028)
F (-1.73335, 1.41374, -8.82630)
C (4.45156, 1.54066, 3.81764)
F (5.76046, 1.58205, 3.51246)
F (3.93954, 0.43112, 3.34352)
F (4.39838, 1.62333, 5.12485)
S (3.56125, 3.10771, 3.19005)
O (2.31555, 2.69651, 2.60430)
O (3.50682, 3.96694, 4.34792)
N (4.53177, 3.76503, 2.10788)
S (4.81120, 3.14889, 0.60898)
O (4.57132, 1.71201, 0.38281)
O (4.37685, 4.03141, -0.47681)
C (6.68196, 3.47010, 0.51891)
F (7.38264, 2.98267, 1.50913)
F (7.14198, 2.85955, -0.63923)
F (6.98319, 4.76469, 0.40927)
C (-3.36127, -0.57881, 6.24848)
F (-2.74808, -1.75590, 5.89980)
F (-3.16256, -0.56105, 7.60002)
F (-2.76095, 0.39652, 5.68976)
S (-5.15719, -0.70167, 5.88369)
O (-5.37842, -2.06350, 6.18092)
O (-5.79661, 0.28164, 6.68365)
N (-5.06831, -0.40547, 4.27882)
S (-4.57724, -1.49097, 3.22109)
O (-3.13211, -1.43876, 2.96696)
O (-5.27184, -2.79214, 3.14529)
C (-5.24093, -0.62328, 1.75512)
F (-6.49906, -0.43345, 1.84565)
F (-4.70513, 0.59267, 1.67778)
F (-4.92942, -1.15785, 0.64345)
C (5.01229, -2.71908, 2.05254)
F (5.54864, -1.96129, 2.93230)
F (5.33807, -2.22174, 0.82852)
F (5.57489, -3.93284, 2.12695)
S (3.16656, -2.86216, 2.14317)
O (2.72811, -3.09337, 3.48361)
O (2.72497, -1.65379, 1.46195)
N (2.81914, -4.14991, 1.25839)
S (2.74654, -5.66198, 1.91450)
O (3.81098, -5.94859, 2.80085)
O (1.45237, -6.15335, 2.29648)
C (3.18970, -6.62952, 0.32539)
F (4.43883, -6.31523, 0.02965)
F (2.99285, -7.95595, 0.46915)
F (2.39109, -6.25203, -0.67173)

Total charge: -2
Highest occupied orbital energy (eV): -6.018
DFT total energy (eV): -223224.463
Kohn-Sham gap (eV): 8.0
LUMO energy (eV): 2.009
Largest force on an atom (eV Å⁻¹): 12.78

Atom charges from the Löwdin analysis, given in e for atoms 1 to 2:
1 C 0.01
2 C -0.41

---

# 3
Computed, not measured: a molecular structure, C37H39CrN2O3 at a distorted geometry, with the ωB97M-V functional and the def2-TZVPD basis.

Geometry (Å):
C (-1.64895, -0.09469, 0.90749)
C (-2.28153, -0.35049, -0.34425)
C (-1.85054, -1.62289, -0.81006)
H (-3.03283, 0.28508, -0.82786)
C (-0.94390, -2.17135, 0.14254)
C (-0.81616, -1.22794, 1.21661)
H (-0.50856, -3.18328, 0.11721)
C (0.29616, 2.49021, -0.79696)
C (-1.00112, 2.72120, -1.32672)
C (-1.19084, 1.87515, -2.47130)
H (-1.71196, 3.47440, -0.97606)
C (-0.02876, 1.05424, -2.61541)
C (0.95260, 1.49055, -1.61228)
H (-2.20555, -2.13470, -1.70462)
H (-0.25020, -1.41467, 2.12858)
H (-1.68490, 0.85872, 1.46710)
H (2.00458, 1.21323, -1.58559)
H (-2.02172, 1.92392, -3.17408)
H (0.79660, 3.07757, -0.02935)
Cr (-0.08272, -0.18053, -0.56800)
C (0.28693, 0.00270, -3.65057)
C (1.65210, 0.32378, -4.27430)
C (-0.76079, -0.04791, -4.76430)
H (1.64047, 1.35011, -4.66898)
H (1.84535, -0.35219, -5.10976)
H (2.46035, 0.21941, -3.55011)
H (-0.79218, 0.92839, -5.26789)
H (-1.75299, -0.29395, -4.36345)
H (-0.48014, -0.82098, -5.49685)
C (0.21927, -1.35341, -2.88047)
C (1.43594, -2.25798, -2.79673)
H (-0.70501, -1.93079, -3.06485)
H (0.27144, -1.12960, -1.76444)
O (2.32003, -1.87744, -2.00755)
N (1.27549, -3.51936, -3.42860)
C (0.57239, -4.54511, -2.61673)
H (2.14825, -3.89372, -3.82424)
C (-0.95268, -4.48039, -2.64067)
C (-1.67623, -5.06439, -1.58760)
H (-1.13010, -5.53592, -0.76778)
C (-3.07126, -5.04428, -1.59445)
H (-3.61747, -5.46061, -0.74762)
C (-3.75099, -4.47482, -2.67377)
H (-4.84306, -4.45211, -2.67630)
C (-3.03866, -3.94641, -3.75325)
H (-3.55804, -3.54137, -4.61711)
C (-1.63847, -3.94242, -3.73959)
H (-1.06667, -3.54859, -4.58646)
H (0.91551, -4.51192, -1.56041)
H (0.88817, -5.54784, -2.97480)
C (-1.98102, 1.22691, 5.43261)
C (-1.56160, 2.14541, 4.31117)
C (-2.55733, 2.70111, 3.50615)
C (-2.22979, 3.52363, 2.42970)
C (-0.90407, 3.77637, 2.15091)
C (0.11562, 3.18263, 2.91531)
N (1.41520, 3.38860, 2.47293)
C (2.65262, 2.76785, 2.78771)
C (3.63841, 3.47273, 3.48735)
C (4.86432, 2.87525, 3.77289)
C (5.15579, 1.58698, 3.31577)
C (4.20619, 0.89097, 2.56027)
C (2.96640, 1.47497, 2.32711)
C (1.89671, 0.64917, 1.65061)
O (2.13762, 0.14414, 0.51742)
O (0.84046, 0.52551, 2.34659)
C (-0.21067, 2.42202, 4.06329)
C (0.85170, 1.87710, 4.96020)
H (-1.58945, 0.20600, 5.29501)
H (-1.64924, 1.58882, 6.41692)
H (-3.07668, 1.15652, 5.45881)
H (-3.59743, 2.47557, 3.74629)
H (-3.01742, 3.96496, 1.81488)
H (-0.62136, 4.41199, 1.30798)
H (1.51423, 4.17061, 1.83037)
H (3.39753, 4.48033, 3.82639)
H (5.59167, 3.41703, 4.36712)
H (6.11086, 1.10686, 3.52827)
H (4.38044, -0.10595, 2.13931)
H (1.36426, 1.04241, 4.45923)
H (1.59699, 2.63669, 5.23098)
H (0.41239, 1.48222, 5.88312)

Total charge: -1
Expectation value of S²: 6.035
Highest occupied orbital energy (alpha / beta) (eV): -3.138 / -4.261
DFT total energy (eV): -76545.267
Kohn-Sham gap (alpha / beta) (eV): 5.7 / 6.8
LUMO energy (alpha / beta) (eV): 2.544 / 2.543
Relative energy (zero: lowest compared OMol25 entry of this formula, charge and spin) (kcal per mole): 9.15
Largest force on an atom (eV Å⁻¹): 3.98
2S+1: 5

Atom charges from the Löwdin analysis, given in e for atoms 1 to 2:
1 C -0.16
2 C -0.15

---

# 4
Computed, not measured: 2 unconnected molecules or ions with the total composition C3H7O2 at a distorted geometry, with the ωB97M-V functional and the def2-TZVPD basis.

Geometry (Å):
C (-0.68722, 0.27801, 2.13230)
O (-0.94714, 0.46690, 0.72257)
H (0.14409, 0.89243, 2.52051)
H (-1.61348, 0.59915, 2.64989)
H (-0.48386, -0.77915, 2.44524)
O (-0.57652, 0.06566, -2.93994)
C (0.41099, 0.24838, -2.18161)
C (0.83840, -0.74287, -1.19734)
H (0.97934, 1.20908, -2.26442)
H (0.34789, -1.72485, -1.23312)
H (-0.24143, 0.06452, 0.13839)
H (1.82894, -0.57725, -0.79246)

Total charge: -1
Highest occupied orbital energy (eV): -2.476
DFT total energy (eV): -7318.811
Kohn-Sham gap (eV): 6.5
LUMO energy (eV): 4.038
Relative energy (zero: lowest compared OMol25 entry of this formula, charge and spin) (kcal per mole): 49.36
Largest force on an atom (eV Å⁻¹): 2.88

Atom charges from the Löwdin analysis, given in e for atoms 1 to 2:
1 C -0.20
2 O -0.19

---

# 5
Computed, not measured: a single C22H22N6O3S2 molecule at a distorted geometry, with the ωB97M-V functional and the def2-TZVPD basis.

Geometry (Å):
C (2.68481, 1.69736, -3.91790)
C (2.51171, 2.84378, -2.93135)
H (1.67069, 3.47798, -3.22970)
H (3.42360, 3.44104, -2.86737)
O (2.28759, 2.36536, -1.60564)
C (1.02289, 2.15226, -1.23302)
O (0.07323, 2.33424, -1.98652)
C (0.87643, 1.67130, 0.12782)
C (-0.37312, 1.60656, 0.72766)
N (-1.56650, 1.94377, 0.14059)
C (-2.74542, 1.68347, 0.77583)
O (-2.76321, 1.35569, 1.94334)
C (-3.98493, 1.77042, -0.08319)
H (-3.76246, 2.01017, -1.12024)
H (-4.70021, 2.47411, 0.33962)
S (-4.83147, 0.14007, 0.00753)
C (-3.44494, -0.87123, -0.32823)
N (-3.44424, -2.09653, 0.17187)
N (-2.37009, -2.83150, 0.10030)
C (-1.30642, -2.31613, -0.48544)
C (0.04040, -2.76715, -0.69444)
C (0.74961, -3.89180, -0.29664)
C (2.07838, -3.99044, -0.66452)
C (2.69518, -2.99297, -1.41472)
C (2.00476, -1.86476, -1.82493)
C (0.67515, -1.75943, -1.46012)
N (-0.22507, -0.74238, -1.72940)
C (-1.39063, -1.03530, -1.12079)
N (-2.47397, -0.29282, -1.04568)
H (-0.04292, 0.11279, -2.23111)
H (2.48492, -1.09284, -2.40668)
H (3.73593, -3.09991, -1.68158)
H (2.65287, -4.85320, -0.36434)
H (0.26400, -4.65752, 0.28634)
H (-1.49967, 2.17797, -0.85014)
S (-0.32409, 0.97399, 2.32464)
C (1.39880, 0.75038, 2.18791)
C (1.89824, 1.16788, 0.99686)
C (3.35028, 1.01624, 0.66503)
H (3.45764, 0.26358, -0.12201)
C (4.13756, 0.59411, 1.91852)
N (3.47371, -0.40301, 2.73581)
C (3.28676, -1.67240, 2.06214)
H (2.95607, -2.40867, 2.79400)
H (2.54989, -1.64031, 1.24844)
H (4.24239, -1.99787, 1.65473)
C (2.23208, 0.13147, 3.26693)
H (2.48338, 0.88523, 4.02387)
H (1.68022, -0.66752, 3.76632)
H (4.29740, 1.46926, 2.55402)
H (5.11503, 0.20280, 1.62749)
H (3.75066, 1.95312, 0.27749)
H (3.48728, 1.03935, -3.59204)
H (1.76348, 1.12508, -4.00153)
H (2.93323, 2.09690, -4.89681)

Highest occupied orbital energy (eV): -8.125
DFT total energy (eV): -59925.560
Kohn-Sham gap (eV): 7.9
LUMO energy (eV): -0.240
Relative energy (zero: lowest compared OMol25 entry of this formula, charge and spin) (kcal per mole): 0.00
SMILES: CCOC(=O)c1c(NC(=O)CSc2nnc3c(n2)[nH]c2ccccc23)sc2c1CCN(C)C2
Largest force on an atom (eV Å⁻¹): 1.22

Atom charges from the Löwdin analysis, given in e for atoms 1 to 2:
1 C -0.06
2 C -0.20

---

# 6
Computed, not measured: a gas-phase ion, C13H21O (charge +1) at a distorted geometry, with the ωB97M-V functional and the def2-TZVPD basis.

Geometry (Å):
C (0.42654, -1.96441, 0.29595)
C (0.25974, -3.27187, 0.11373)
C (-1.56153, -0.02304, -0.12568)
C (-2.44738, 0.60184, 0.65019)
C (0.47170, -1.31764, 1.58914)
C (2.20068, 1.98444, 0.42364)
C (1.78946, 1.87032, -1.02706)
C (2.04394, 0.65976, 1.23125)
C (0.28545, 1.49305, -1.15053)
C (0.68354, 0.20943, 1.32927)
C (-0.09531, 0.26151, -0.29303)
C (-3.92060, 0.38425, 0.61197)
C (0.68683, -1.53722, -2.04973)
O (0.60907, -0.97056, -0.73406)
H (0.21873, -3.63198, -0.87157)
H (0.22852, -4.11724, 0.78686)
H (-1.81435, -0.88344, -0.63680)
H (-2.00595, 1.53819, 1.06055)
H (-0.31308, -1.52302, 2.28048)
H (1.37500, -1.58330, 2.15948)
H (3.34189, 2.16082, 0.46002)
H (1.65546, 2.68558, 0.99002)
H (1.86639, 2.90784, -1.39039)
H (2.18492, 1.14091, -1.72614)
H (2.61518, -0.03572, 0.75869)
H (2.35108, 0.83666, 2.24774)
H (-0.35714, 2.34399, -0.89079)
H (0.00080, 1.20879, -2.07336)
H (-0.13341, 0.72053, 1.84536)
H (-4.30589, 0.23876, 1.62001)
H (-4.31154, 1.23067, 0.03753)
H (-3.99982, -0.59796, -0.02338)
H (1.30744, -2.39764, -1.91251)
H (-0.28913, -1.91969, -2.39272)
H (1.12531, -0.93471, -2.81682)

Total charge: +1
Highest occupied orbital energy (eV): -12.821
DFT total energy (eV): -15858.129
Kohn-Sham gap (eV): 10.3
LUMO energy (eV): -2.490
Relative energy (zero: lowest compared OMol25 entry of this formula, charge and spin) (kcal per mole): 9.24
Largest force on an atom (eV Å⁻¹): 6.58

Atom charges from the Löwdin analysis, given in e for atoms 1 to 2:
1 C -0.25
2 C 0.15